# C7H9N

The molecule C7H9N (ωB97M-V/def2-TZVPD, the OMol25 dataset).

Results
SMILES   C=Cc1cc[nH]c1C
Energy relative to the best compared isomer or geometry (same formula, charge and spin)   122.6 kJ/mol
HOMO   -0.2892 hartree
E_LUMO   0.036 Eh
F_max   0.051 hartree/bohr

CARTESIAN COORDINATES (ANGSTROEM)
C 0.95 0.95 0.90
C 0.45 2.11 0.45
N -0.53 1.87 -0.52
C -0.76 0.50 -0.55
C 0.20 -0.12 0.20
C 0.70 -1.48 0.28
C 1.36 -2.01 1.32
C -1.70 -0.24 -1.44
H 1.82 0.69 1.47
H 0.64 3.16 0.62
H -1.20 2.60 -0.73
H 0.71 -2.05 -0.65
H 1.52 -1.46 2.24
H 1.61 -3.05 1.41
H -1.14 -0.65 -2.30
H -2.57 0.27 -1.85
H -2.07 -1.07 -0.85